# C44H106N9O12

A 8-piece molecular cluster, C44H106N9O12 overall at a distorted geometry (wB97M-V/def2-TZVPD, OMol25).

```
171
Properties=species:S:1:pos:R:3
O -15.057 -27.951 7.683
C -14.867 -29.153 6.994
C -13.815 -30.219 7.534
O -14.297 -31.214 8.480
H -14.649 -28.737 6.011
H -15.844 -29.617 6.860
H -12.906 -29.737 7.894
H -13.462 -30.706 6.626
C -11.792 -27.460 -2.511
C -12.894 -26.374 -2.178
N -14.212 -26.864 -1.750
C -15.383 -26.244 -2.019
C -16.515 -26.877 -1.372
N -15.903 -27.900 -0.640
C -14.543 -28.002 -1.000
C -16.620 -28.882 0.208
H -11.133 -27.880 -1.751
H -11.081 -27.108 -3.257
H -12.306 -28.350 -2.876
H -13.092 -25.774 -3.066
H -12.773 -25.673 -1.353
H -15.310 -25.345 -2.614
H -17.552 -26.580 -1.329
H -13.903 -28.849 -0.800
H -17.498 -28.385 0.620
H -16.098 -29.345 1.045
H -17.072 -29.554 -0.521
C -7.155 -32.277 6.440
C -7.159 -33.804 6.091
N -6.435 -34.069 4.920
C -6.988 -33.937 3.651
C -5.994 -34.388 2.690
N -4.800 -34.630 3.419
C -5.144 -34.504 4.792
C -3.461 -34.943 2.862
H -6.125 -31.990 6.652
H -7.644 -32.050 7.388
H -7.513 -31.770 5.544
H -8.177 -34.079 5.814
H -6.742 -34.464 6.852
H -8.012 -33.617 3.533
H -6.170 -34.338 1.626
H -4.502 -34.870 5.580
H -3.053 -34.161 2.221
H -3.562 -35.888 2.328
H -2.754 -35.137 3.668
C -12.075 -27.121 16.116
O -12.329 -27.555 14.792
C -13.358 -26.784 14.155
C -13.487 -27.328 12.631
N -12.562 -26.711 11.631
H -12.870 -26.913 10.690
H -12.437 -25.716 11.518
C -11.097 -27.175 11.861
C -10.148 -26.194 11.107
O -10.614 -24.886 11.381
C -9.757 -23.897 10.942
H -11.829 -26.060 16.165
H -11.198 -27.700 16.405
H -12.979 -27.323 16.691
H -13.231 -25.702 14.163
H -14.252 -26.919 14.764
H -14.418 -26.837 12.345
H -13.586 -28.398 12.452
H -11.156 -28.197 11.489
H -10.939 -26.924 12.910
H -10.224 -26.362 10.032
H -9.096 -26.347 11.345
H -8.983 -23.698 11.683
H -10.163 -22.916 10.693
H -9.191 -24.250 10.080
C -16.814 -38.181 13.848
O -15.464 -38.021 13.305
C -15.021 -36.705 13.093
C -13.403 -36.486 13.405
N -12.784 -35.539 12.305
H -12.407 -36.161 11.604
H -13.417 -34.876 11.882
C -11.550 -34.745 12.832
C -10.272 -35.653 13.027
O -10.453 -36.868 13.969
C -9.518 -37.881 13.870
H -17.117 -39.227 13.886
H -17.575 -37.648 13.278
H -16.790 -37.864 14.891
H -15.767 -35.976 13.409
H -15.157 -36.447 12.043
H -12.735 -37.347 13.407
H -13.237 -36.184 14.439
H -11.925 -34.307 13.757
H -11.412 -33.954 12.095
H -9.426 -35.053 13.365
H -10.072 -36.063 12.037
H -9.752 -38.557 14.693
H -8.519 -37.502 14.086
H -9.551 -38.343 12.883
C -12.708 -19.871 6.192
O -12.439 -21.108 5.607
C -13.568 -21.783 5.111
C -13.284 -23.226 4.810
N -12.125 -23.438 3.841
H -12.322 -23.136 2.897
H -11.330 -22.867 4.090
C -11.486 -24.837 4.136
C -10.035 -24.888 3.579
O -9.213 -24.006 4.347
C -7.964 -23.609 3.826
H -13.461 -19.844 6.978
H -12.936 -19.190 5.372
H -11.819 -19.562 6.742
H -13.895 -21.295 4.193
H -14.343 -21.646 5.865
H -14.103 -23.836 4.427
H -12.966 -23.836 5.656
H -12.038 -25.730 3.841
H -11.332 -24.962 5.208
H -10.248 -24.495 2.585
H -9.640 -25.901 3.653
H -8.084 -23.445 2.755
H -7.204 -24.381 3.944
H -7.528 -22.843 4.468
C -21.466 -21.545 9.831
O -21.158 -22.752 9.140
C -19.884 -22.834 8.532
C -19.415 -24.275 8.465
N -19.009 -24.871 9.856
H -18.357 -25.567 9.525
H -18.377 -24.290 10.388
C -20.101 -25.393 10.730
C -21.091 -26.390 10.078
O -20.537 -27.603 9.543
C -19.725 -28.358 10.407
H -20.651 -21.094 10.397
H -22.278 -21.806 10.510
H -21.900 -20.857 9.105
H -19.260 -22.288 9.239
H -19.941 -22.227 7.629
H -18.466 -24.313 7.931
H -20.129 -24.928 7.963
H -20.610 -24.477 11.029
H -19.625 -25.650 11.677
H -21.777 -25.932 9.366
H -21.793 -26.757 10.828
H -19.911 -28.150 11.461
H -18.647 -28.268 10.277
H -19.970 -29.372 10.092
C -19.933 -37.944 8.315
O -19.141 -36.736 8.194
C -19.503 -35.770 7.240
C -18.349 -34.770 6.918
N -17.023 -35.598 6.902
H -16.283 -35.037 7.299
H -17.092 -36.375 7.544
C -16.549 -36.127 5.613
C -17.385 -37.337 5.135
O -18.614 -36.860 4.428
C -19.341 -37.949 3.750
H -20.964 -37.765 8.622
H -19.508 -38.702 8.973
H -20.043 -38.384 7.323
H -20.153 -35.076 7.773
H -19.972 -36.261 6.387
H -18.142 -34.022 7.683
H -18.432 -34.375 5.905
H -15.485 -36.245 5.814
H -16.615 -35.375 4.826
H -17.565 -38.087 5.905
H -16.784 -37.850 4.384
H -20.390 -37.653 3.714
H -19.380 -38.881 4.313
H -18.893 -38.139 2.775
```

Values from the calculation:
LUMO level (eV): -8.02
HOMO (eV): -10.77
Orbital gap (hartree): 0.1013
Energy (eV): -85264.7515
Molecular weight (Da): 953.4
Charge: +5

***

# C44H108O11

A 11-piece molecular cluster, C44H108O11 overall at a distorted geometry (wB97M-V/def2-TZVPD, OMol25).

```
163
Properties=species:S:1:pos:R:3
C 4.170 -2.089 3.817
C 3.017 -2.377 4.747
C 3.269 -3.817 5.066
O 4.687 -3.946 5.187
C 5.293 -2.868 4.418
H 4.329 -1.014 3.737
H 4.011 -2.467 2.807
H 2.043 -2.206 4.289
H 3.041 -1.745 5.635
H 2.898 -4.446 4.257
H 2.834 -4.094 6.026
H 5.922 -3.151 3.574
H 5.743 -2.223 5.173
C 4.810 1.583 1.521
C 3.594 1.327 0.638
O 4.068 0.851 -0.570
C 3.031 0.614 -1.486
C 3.553 -0.145 -2.696
H 4.525 1.850 2.539
H 5.464 0.714 1.596
H 5.464 2.350 1.107
H 2.963 0.603 1.153
H 3.025 2.249 0.515
H 2.088 0.179 -1.153
H 2.761 1.596 -1.873
H 2.828 -0.324 -3.490
H 3.805 -1.173 -2.433
H 4.348 0.398 -3.206
C -1.233 4.973 -5.009
C -0.520 6.165 -5.559
O 0.712 6.227 -4.880
C 1.471 7.348 -5.318
C 2.831 7.355 -4.721
H -0.715 4.023 -5.141
H -1.450 5.071 -3.945
H -2.173 4.750 -5.515
H -0.338 6.001 -6.621
H -1.132 7.063 -5.474
H 1.558 7.334 -6.404
H 1.009 8.270 -4.967
H 3.232 6.361 -4.919
H 2.816 7.441 -3.634
H 3.535 8.099 -5.094
C 0.491 4.159 3.483
C -0.110 3.068 4.382
O 1.026 2.500 5.062
C 0.702 1.334 5.929
C 1.996 1.078 6.711
H 0.885 3.733 2.560
H -0.374 4.775 3.235
H 1.259 4.786 3.936
H -0.815 3.560 5.052
H -0.641 2.340 3.769
H -0.159 1.508 6.575
H 0.478 0.451 5.330
H 1.849 0.222 7.370
H 2.256 1.926 7.344
H 2.844 0.766 6.101
C -1.648 -6.931 1.915
C -1.517 -5.462 2.200
O -0.167 -5.148 2.329
C 0.574 -4.902 1.131
C 2.059 -5.004 1.571
H -2.500 -7.373 2.432
H -1.804 -7.084 0.848
H -0.766 -7.496 2.217
H -2.081 -4.828 1.516
H -1.980 -5.247 3.164
H 0.288 -5.668 0.409
H 0.361 -3.924 0.699
H 2.215 -5.741 2.359
H 2.521 -4.121 2.013
H 2.750 -5.294 0.779
C -5.398 -3.387 -2.818
C -4.716 -2.013 -2.683
O -4.501 -1.738 -1.312
C -3.815 -0.533 -0.940
C -3.537 -0.444 0.564
H -4.884 -4.120 -2.197
H -6.417 -3.474 -2.440
H -5.364 -3.645 -3.876
H -3.727 -2.027 -3.142
H -5.275 -1.248 -3.222
H -2.910 -0.465 -1.544
H -4.473 0.307 -1.162
H -2.667 -1.072 0.755
H -4.421 -0.765 1.116
H -3.198 0.536 0.903
C -0.642 -6.553 -2.613
C -1.271 -5.245 -2.057
O -0.194 -4.309 -1.913
C -0.568 -2.943 -1.793
C 0.609 -1.978 -2.054
H -1.184 -7.465 -2.362
H -0.698 -6.396 -3.690
H 0.378 -6.630 -2.237
H -2.091 -4.855 -2.659
H -1.646 -5.414 -1.048
H -1.309 -2.760 -2.572
H -1.032 -2.763 -0.823
H 0.350 -0.941 -1.840
H 0.987 -2.104 -3.068
H 1.388 -2.209 -1.327
C -2.348 5.085 -0.138
C -1.074 5.846 -0.427
O -0.131 4.968 -1.033
C 1.066 5.640 -1.374
C 1.996 4.646 -2.031
H -2.170 4.351 0.648
H -3.133 5.780 0.159
H -2.781 4.564 -0.992
H -1.309 6.578 -1.200
H -0.614 6.323 0.439
H 0.874 6.417 -2.115
H 1.527 6.049 -0.476
H 2.380 3.919 -1.316
H 2.803 5.195 -2.516
H 1.484 4.119 -2.836
C -3.096 0.245 4.283
C -2.683 -1.236 4.280
O -1.636 -1.392 5.254
C -1.044 -2.664 5.186
C -0.288 -2.955 6.452
H -3.471 0.617 5.236
H -2.284 0.893 3.952
H -3.857 0.482 3.539
H -3.574 -1.783 4.586
H -2.359 -1.644 3.322
H -1.812 -3.411 4.985
H -0.349 -2.725 4.349
H 0.325 -2.066 6.598
H 0.398 -3.801 6.396
H -1.057 -2.984 7.224
C -3.103 1.443 -5.325
C -1.725 0.874 -5.250
O -1.849 -0.505 -5.566
C -0.536 -1.094 -5.891
C -0.761 -2.361 -6.725
H -3.142 2.525 -5.193
H -3.482 1.316 -6.339
H -3.768 0.982 -4.595
H -1.067 1.473 -5.879
H -1.318 0.920 -4.240
H 0.000 -0.402 -6.541
H 0.013 -1.320 -4.977
H -1.161 -2.143 -7.716
H -1.409 -2.970 -6.096
H 0.199 -2.863 -6.839
C 0.467 -1.073 1.736
C -0.116 0.349 1.559
O -0.566 0.554 0.233
C -0.367 1.901 -0.302
C -0.943 1.895 -1.683
H 0.727 -1.250 2.780
H -0.194 -1.868 1.391
H 1.384 -1.251 1.174
H -1.024 0.369 2.161
H 0.600 1.112 1.865
H -0.869 2.622 0.344
H 0.706 2.078 -0.369
H -0.601 1.029 -2.249
H -0.807 2.805 -2.267
H -2.024 1.755 -1.687
```

Values from the calculation:
LUMO level (eV): 0.67
HOMO (eV): -9.48
Orbital gap (hartree): 0.3729
Energy (eV): -69896.0882
Molecular weight (Da): 813.3
Charge: 0
SMILES: C1CCOC1.CCOCC.CCOCC.CCOCC.CCOCC.CCOCC.CCOCC.CCOCC.CCOCC.CCOCC.CCOCC